1.
17
Properties=species:S:1:pos:R:3:forces:R:3:lowdin_charge:R:1 method="wB97M-V/def2-TZVPD" homo_lumo_gap_ev=10.56 e_homo_ev=-9.4 de_lowest_kj_mol=421.2 lumo_ev=1.18
C -1.455936 0.234999 1.124223 -0.2 1.0 -0.6 -0.08
C -1.055414 0.888763 0.020582 -1.0 -0.3 1.4 -0.27
C -1.491254 0.525819 -1.341398 0.1 -0.4 0.0 -0.12
N 1.601821 0.334642 -0.809072 0.2 -2.1 -0.1 0.10
C 2.217415 0.208463 0.531967 0.1 0.3 1.1 -0.20
C 1.948368 -0.830213 -0.399479 0.0 1.5 -2.0 -0.19
H -0.182933 -1.547940 0.873447 1.0 -1.3 -0.5 0.05
H -1.274895 0.634353 2.114532 0.3 -0.1 0.0 0.05
H -2.146819 -0.597073 1.064364 0.1 -0.2 -0.1 0.05
H -0.504414 1.812680 0.134104 0.3 0.0 0.0 0.10
H -1.935906 -0.456253 -1.407515 0.0 -0.4 0.2 0.07
H -0.654541 0.576686 -1.998607 0.6 0.0 -0.7 0.05
H -2.230739 1.203622 -1.709651 -0.5 0.7 -0.2 0.07
H 1.565179 0.333104 1.373541 -0.3 0.1 0.5 0.06
H 3.196254 0.624430 0.643454 0.6 0.2 0.1 0.07
H 2.117906 -1.798660 -0.851027 -0.3 0.0 0.3 0.10
H 0.285906 -2.147425 0.636538 -1.0 1.0 0.6 0.07

=====

2.
17
Properties=species:S:1:pos:R:3:forces:R:3:lowdin_charge:R:1 method="wB97M-V/def2-TZVPD" homo_lumo_gap_ev=5.42 e_homo_ev=-7.9 de_lowest_kj_mol=568.2 lumo_ev=-2.49
C 2.468571 -0.459994 0.371419 -0.4 0.1 1.2 -0.16
C 1.875935 0.382798 -0.776858 -1.3 -1.0 0.5 -0.23
C 0.319659 0.534255 -0.482723 2.4 -0.7 -3.0 -0.47
C -0.553038 0.796752 -1.572371 1.1 1.6 2.9 0.24
C -2.961840 -0.650402 1.198783 1.9 0.7 -1.9 -0.09
N -0.014139 0.272229 0.735811 -2.1 0.5 0.8 0.17
H 1.971579 -1.431754 0.598789 0.1 0.6 -0.7 0.07
H 3.515400 -0.670914 0.186890 0.3 0.1 0.1 0.05
H 2.318613 0.085160 1.366361 0.5 -0.6 -1.5 0.08
H 2.311267 1.352584 -0.684757 0.4 0.9 -0.2 0.08
H 2.071679 0.022378 -1.796569 0.1 -0.1 0.3 0.09
H -0.205444 1.018099 -2.573524 0.0 -0.6 -0.2 0.08
H -1.499885 1.208255 -1.247948 -0.6 -0.7 -0.3 0.07
H -1.929937 -0.296684 1.428876 -1.0 -0.2 0.4 -0.04
H -3.526598 -0.903250 2.057520 -0.4 -0.7 0.7 -0.02
H -2.718479 -1.494930 0.473303 -1.1 0.9 0.9 0.04
H -3.443345 0.235422 0.716997 0.2 -0.9 0.0 0.02

=====

3.
17
Properties=species:S:1:pos:R:3:forces:R:3:lowdin_charge:R:1 method="wB97M-V/def2-TZVPD" homo_lumo_gap_ev=9.31 e_homo_ev=-8.3 de_lowest_kj_mol=267.2 smiles="CC/C=C(/C)N" lumo_ev=1.05
C -0.455873 -1.213978 -2.003967 -0.1 0.0 0.4 -0.13
C 0.629862 -0.292831 -1.504112 1.8 4.4 -1.0 -0.32
C 0.752744 -0.429159 0.005030 -0.2 -1.0 -0.4 -0.11
C 0.130118 0.331949 0.954272 -0.8 0.3 -1.1 -0.34
C -0.962390 -0.230145 1.920262 1.0 0.1 1.6 -0.07
N 0.211710 1.804370 0.886126 -1.5 -0.3 -0.4 0.04
H -1.343407 -0.749613 -1.543631 -0.2 -1.0 -0.2 0.08
H -0.568331 -1.140753 -3.100759 0.2 -0.3 0.5 0.08
H -0.235099 -2.252662 -1.645729 -0.7 0.8 -0.5 0.09
H 0.294057 0.820913 -1.758869 0.7 -2.1 0.4 0.13
H 1.610257 -0.413968 -2.060016 -1.0 -0.1 0.7 0.11
H 1.162348 -1.462621 0.067968 -1.2 0.3 1.3 0.11
H -1.413480 0.603213 2.522628 1.2 -0.6 0.0 0.06
H -1.914008 -0.556540 1.437508 1.2 -0.5 -0.3 0.06
H -0.495064 -1.053163 2.621462 -1.3 1.5 -1.3 0.10
H 1.115213 2.198459 0.844964 1.5 -0.5 0.1 0.04
H -0.261221 2.381124 0.182682 -0.7 -0.9 0.3 0.07